No. 1
A 4-piece molecular cluster, C12H36F2N4O7S2 overall in a non-equilibrium geometry, computed with ωB97M-V/def2-TZVPD.

Summary:
Charge: +2
Highest occupied orbital energy in Ha: -0.519
Orbital gap in eV: 9.52

```
63
C12H36F2N4O7S2 | the Open Molecules 2025 dataset | ωB97M-V/def2-TZVPD
C -23.053 -8.138 -13.006
C -23.026 -9.492 -12.269
C -21.863 -10.319 -12.733
O -21.933 -11.555 -12.025
C -21.253 -12.678 -12.533
N -22.934 -9.314 -10.772
H -23.783 -8.921 -10.332
H -22.638 -10.192 -10.320
H -22.154 -8.674 -10.579
H -23.303 -8.359 -14.049
H -22.062 -7.617 -12.941
H -23.818 -7.434 -12.699
H -23.920 -10.071 -12.536
H -20.933 -9.810 -12.416
H -21.861 -10.390 -13.829
H -21.993 -13.440 -12.769
H -20.545 -13.071 -11.808
H -20.666 -12.403 -13.438
C -15.247 -2.817 -10.648
C -16.414 -3.367 -11.442
C -16.869 -2.319 -12.436
O -17.743 -2.952 -13.389
C -17.397 -2.690 -14.744
N -16.156 -4.551 -12.186
H -15.383 -4.426 -12.801
H -15.865 -5.356 -11.603
H -17.027 -4.660 -12.746
H -14.391 -2.610 -11.341
H -15.018 -3.528 -9.830
H -15.445 -1.893 -10.143
H -17.152 -3.610 -10.728
H -15.986 -1.923 -12.927
H -17.433 -1.524 -11.890
H -18.180 -3.188 -15.329
H -16.465 -3.207 -14.957
H -17.276 -1.629 -14.848
C -12.761 -6.691 -8.228
C -11.320 -6.334 -8.119
C -11.177 -4.837 -7.956
O -11.567 -4.485 -6.626
C -10.972 -3.263 -6.195
N -10.731 -7.019 -6.887
H -9.711 -6.978 -6.898
H -11.178 -6.592 -6.065
H -10.904 -8.024 -6.973
H -12.862 -7.640 -8.787
H -13.343 -5.913 -8.769
H -13.199 -6.799 -7.268
H -10.715 -6.639 -8.981
H -11.777 -4.390 -8.759
H -10.150 -4.490 -8.128
H -11.341 -3.045 -5.211
H -11.173 -2.423 -6.883
H -9.912 -3.459 -6.103
N -18.204 -6.482 -10.702
S -16.908 -7.314 -10.160
O -16.779 -7.480 -8.712
O -15.722 -6.768 -10.808
F -17.153 -8.780 -10.759
S -19.330 -5.719 -10.010
O -18.799 -4.787 -9.035
O -20.519 -6.572 -9.722
F -19.746 -4.766 -11.223
```



No. 2
C12H36KO16P4 as an isolated structure in a non-equilibrium geometry, computed with ωB97M-V/def2-TZVPD.

Summary:
Energy relative to the best compared isomer or geometry (same formula, charge and spin) in eV: 0.7753
Charge: +1
Highest occupied orbital energy in Ha: -0.472
Orbital gap in eV: 10.74

```
69
C12H36KO16P4 | the Open Molecules 2025 dataset | ωB97M-V/def2-TZVPD
K 1.395 0.017 -0.302
C 3.694 2.445 1.552
O 3.007 2.485 2.787
P 1.409 2.643 2.735
O 0.687 1.551 2.027
O 1.051 2.745 4.265
C -0.261 2.411 4.734
O 1.186 4.079 2.075
C 1.722 5.240 2.715
H 4.386 1.600 1.560
H 4.285 3.346 1.391
H 3.092 2.304 0.649
H -0.722 1.716 4.028
H -0.854 3.318 4.801
H -0.242 1.877 5.680
H 0.983 6.034 2.783
H 2.515 5.642 2.076
H 2.188 5.019 3.674
C -1.633 1.672 -4.694
O -0.807 2.693 -4.167
P 0.666 2.315 -3.642
O 0.741 1.070 -2.882
O 1.615 2.392 -4.931
C 1.591 1.430 -5.986
O 1.034 3.598 -2.803
C 0.734 4.936 -3.225
H -1.695 0.830 -4.000
H -1.344 1.317 -5.685
H -2.664 2.010 -4.807
H 0.862 0.631 -5.846
H 2.588 0.999 -6.044
H 1.329 1.939 -6.913
H 0.129 5.458 -2.488
H 0.157 4.922 -4.147
H 1.682 5.441 -3.379
C -2.116 -0.816 2.303
O -3.007 -0.455 1.239
P -2.529 -0.746 -0.259
O -1.285 -0.111 -0.711
O -2.533 -2.339 -0.352
C -2.123 -3.079 -1.485
O -3.765 -0.262 -1.102
C -5.062 -0.833 -0.999
H -1.131 -0.393 2.089
H -2.008 -1.890 2.445
H -2.477 -0.378 3.230
H -1.924 -2.411 -2.330
H -2.913 -3.777 -1.755
H -1.181 -3.609 -1.331
H -5.823 -0.099 -0.753
H -5.079 -1.604 -0.224
H -5.339 -1.352 -1.917
C 1.324 -4.417 3.959
O 0.561 -3.611 3.055
P 0.803 -3.701 1.480
O 0.518 -2.449 0.735
O 2.329 -4.175 1.378
C 2.958 -4.192 0.097
O 0.014 -4.991 0.995
C -1.424 -5.032 1.148
H 1.610 -5.391 3.555
H 0.715 -4.547 4.846
H 2.284 -3.954 4.190
H 3.565 -5.078 -0.069
H 3.628 -3.327 0.032
H 2.225 -4.064 -0.702
H -1.871 -5.477 0.267
H -1.818 -4.020 1.267
H -1.631 -5.544 2.088
```



No. 3
C12H36MgO6S6 as an isolated structure in a non-equilibrium geometry, computed with ωB97M-V/def2-TZVPD.

Summary:
Energy relative to the best compared isomer or geometry (same formula, charge and spin) in eV: 0.1376
Charge: +2
Highest occupied orbital energy in Ha: -0.536
Orbital gap in eV: 10.55

```
61
C12H36MgO6S6 | the Open Molecules 2025 dataset | ωB97M-V/def2-TZVPD
Mg -0.082 -0.120 0.122
C -3.250 0.159 -3.321
S -1.921 -0.838 -2.596
O -1.755 -0.240 -1.237
C -2.813 -2.376 -2.440
H -3.561 -0.309 -4.212
H -2.913 1.126 -3.448
H -4.073 0.246 -2.569
H -3.747 -2.128 -1.910
H -2.190 -2.900 -1.774
H -3.050 -2.887 -3.432
C -1.664 0.382 4.235
S -1.584 1.009 2.593
O -1.536 -0.177 1.721
C -3.209 1.695 2.387
H -1.985 1.246 4.843
H -0.699 0.055 4.584
H -2.351 -0.428 4.188
H -3.282 1.889 1.308
H -3.291 2.591 2.983
H -3.984 1.097 2.797
C 0.533 -4.575 0.481
S 0.581 -2.950 1.234
O 0.122 -2.142 0.067
C -0.762 -2.973 2.444
H 1.433 -4.544 -0.250
H -0.419 -4.695 -0.011
H 0.785 -5.347 1.194
H -1.740 -3.318 2.183
H -0.940 -1.960 2.813
H -0.417 -3.655 3.238
C 1.209 3.261 -1.768
S -0.416 2.530 -1.489
O -0.402 1.993 -0.072
C -1.297 4.004 -1.356
H 1.798 2.392 -2.124
H 1.650 3.507 -0.844
H 1.160 4.139 -2.375
H -0.895 4.458 -0.431
H -2.282 3.704 -1.069
H -1.253 4.710 -2.148
C 3.624 -0.369 -2.511
S 1.839 -0.267 -2.784
O 1.251 0.217 -1.492
C 1.307 -1.992 -2.955
H 3.995 0.625 -2.667
H 4.030 -1.030 -3.233
H 3.840 -0.782 -1.544
H 1.873 -2.249 -3.866
H 0.259 -2.038 -3.215
H 1.496 -2.605 -2.137
C 4.092 0.352 2.141
S 2.685 1.053 1.299
O 1.557 0.029 1.462
C 2.396 2.503 2.331
H 3.890 0.107 3.190
H 4.911 1.125 2.137
H 4.392 -0.511 1.560
H 1.432 2.899 2.064
H 3.214 3.194 2.313
H 2.413 2.106 3.364
```



No. 4
A 6-piece molecular cluster, C12H36O6S5 overall in a non-equilibrium geometry, computed with ωB97M-V/def2-TZVPD.

Summary:
Energy relative to the best compared isomer or geometry (same formula, charge and spin) in eV: 1.5914
Highest occupied orbital energy in Ha: -0.312
Orbital gap in eV: 8.76

```
59
C12H36O6S5 | the Open Molecules 2025 dataset | ωB97M-V/def2-TZVPD
C -4.015 -1.155 -2.569
C -2.953 -1.970 -3.309
O -2.682 -3.184 -2.660
H -3.551 -0.689 -1.516
H -4.698 -1.939 -2.433
H -4.166 -0.357 -3.078
H -2.075 -1.515 -3.176
H -3.399 -2.199 -4.442
H -2.491 -3.903 -3.193
C -3.364 -1.670 1.317
S -2.557 -3.165 0.560
O -1.134 -3.190 1.119
C -3.427 -4.482 1.529
H -4.220 -1.833 1.849
H -3.394 -1.072 0.492
H -2.882 -1.207 2.172
H -2.935 -5.550 1.360
H -4.322 -4.322 1.152
H -3.221 -4.365 2.553
C 1.202 0.283 3.791
S 2.240 1.591 3.115
O 1.354 2.294 2.123
C 2.285 2.712 4.531
H 0.271 0.772 4.205
H 1.608 -0.313 4.582
H 1.103 -0.443 2.998
H 2.826 3.434 3.989
H 3.066 2.313 5.307
H 1.416 2.969 4.995
C 7.023 -1.686 -2.807
S 6.763 -1.774 -1.002
O 8.033 -1.248 -0.351
C 5.801 -0.252 -0.912
H 5.901 -1.431 -3.253
H 7.226 -2.755 -2.938
H 7.952 -0.932 -2.812
H 5.649 -0.026 0.160
H 4.719 -0.697 -1.297
H 6.214 0.507 -1.629
C 2.232 0.211 -0.278
S 0.686 1.199 -0.471
O 0.766 1.970 -1.798
C -0.309 -0.165 -0.903
H 3.015 0.840 0.202
H 2.502 0.290 -1.300
H 1.998 -0.674 0.188
H -0.756 -0.618 -0.005
H 0.053 -0.704 -1.540
H -1.271 0.181 -1.363
C -2.835 5.195 0.279
S -4.074 3.948 -0.447
O -4.400 4.480 -1.873
C -2.818 2.638 -0.571
H -2.121 5.416 -0.537
H -2.475 4.775 1.215
H -3.363 6.017 0.561
H -2.840 2.373 0.393
H -1.906 2.994 -1.104
H -3.250 2.083 -1.171
```



No. 5
C12H37BN3O3Ti as an isolated structure in a non-equilibrium geometry, computed with ωB97M-V/def2-TZVPD.

Summary:
Energy relative to the best compared isomer or geometry (same formula, charge and spin) in eV: 0.0000
Expectation value of S²: 6.00
Multiplicity: 5
Charge: -1
Highest occupied orbital energy (alpha / beta) in Ha: 0.021 / -0.269
Orbital gap (alpha / beta) in eV: 1.91 / 9.73

```
57
C12H37BN3O3Ti | the Open Molecules 2025 dataset | ωB97M-V/def2-TZVPD
Ti -0.410 -1.356 -0.095
B -1.832 -3.269 -0.102
H -2.461 -4.142 -0.022
H -2.094 -2.552 0.662
H -0.814 -3.574 0.082
H -1.929 -2.831 -1.083
C -1.480 1.922 -1.865
C -1.564 0.551 -2.585
C -1.612 0.719 -4.161
O -2.691 1.486 -4.706
C -3.963 0.858 -4.531
N -0.401 -0.219 -2.276
H -2.396 2.509 -1.925
H -0.672 2.517 -2.291
H -1.270 1.864 -0.797
H -2.430 -0.012 -2.236
H -1.536 -0.158 -4.804
H -0.670 1.188 -4.445
H -4.772 1.436 -4.978
H -4.210 0.897 -3.471
H -3.919 -0.176 -4.873
H -0.536 -0.961 -2.948
H 0.463 0.081 -2.704
C 2.405 0.660 0.262
C 2.879 -0.795 0.058
C 4.359 -1.025 0.452
O 4.642 -2.375 0.071
C 5.768 -3.041 0.625
N 1.928 -1.683 0.635
H 3.150 1.363 -0.112
H 2.330 0.985 1.299
H 1.465 0.898 -0.236
H 2.821 -0.899 -1.026
H 4.530 -0.988 1.528
H 5.104 -0.385 -0.021
H 6.720 -2.615 0.307
H 5.592 -4.061 0.282
H 5.739 -2.998 1.714
H 2.241 -2.583 0.299
H 2.034 -1.729 1.639
C -1.654 0.366 4.093
C -1.212 0.635 2.657
C -0.332 1.910 2.598
O -1.004 3.098 3.058
C -1.868 3.722 2.202
N -0.472 -0.561 2.194
H -2.205 -0.570 4.186
H -2.247 1.170 4.530
H -0.747 0.395 4.696
H -2.127 0.779 2.082
H 0.126 2.124 1.633
H 0.444 1.755 3.348
H -2.171 4.690 2.602
H -2.763 3.115 2.067
H -1.467 3.957 1.216
H -1.108 -1.319 2.399
H 0.296 -0.773 2.815
```



No. 6
A 8-piece molecular cluster, C12H37N3O15S2 overall in a non-equilibrium geometry, computed with ωB97M-V/def2-TZVPD.

Summary:
Expectation value of S²: 0.76
Multiplicity: 2
Charge: +1
Highest occupied orbital energy (alpha / beta) in Ha: -0.486 / -0.486
Orbital gap (alpha / beta) in eV: 10.23 / 2.94

```
69
C12H37N3O15S2 | the Open Molecules 2025 dataset | ωB97M-V/def2-TZVPD
C 0.708 0.595 0.950
O -0.616 0.639 0.310
H 1.305 -0.084 0.341
H 1.135 1.596 1.003
H 0.660 0.139 1.939
H -0.829 -0.261 0.051
C 3.059 -2.060 3.418
O 2.814 -1.848 2.048
H 2.188 -2.267 4.040
H 3.839 -2.795 3.618
H 3.442 -1.098 3.760
H 3.515 -1.288 1.707
C -1.133 -2.662 2.364
O -0.311 -2.655 1.283
H -0.678 -2.311 3.291
H -2.055 -2.088 2.276
H -1.541 -3.641 2.617
H 0.478 -3.109 1.587
O -4.344 -0.234 2.372
S -3.899 1.131 2.083
O -4.020 1.716 0.766
O -4.637 2.169 3.077
C -5.412 1.612 4.155
C -6.789 1.200 3.752
C -2.252 1.503 2.877
H -5.419 2.288 5.010
H -4.812 0.817 4.599
H -6.691 0.523 2.903
H -7.333 2.119 3.536
H -7.254 0.639 4.562
H -1.852 2.417 2.440
H -1.634 0.631 2.664
H -2.408 1.523 3.956
O 1.440 2.159 -6.662
S 1.669 0.787 -6.213
O 3.050 0.226 -6.225
O 1.019 0.447 -4.795
C 0.085 1.353 -4.140
C 0.691 1.834 -2.860
C 0.500 -0.233 -7.276
H -0.882 0.880 -3.966
H -0.216 2.178 -4.786
H 0.043 2.619 -2.470
H 1.646 2.356 -2.929
H 0.728 1.051 -2.103
H -0.489 -0.059 -6.853
H 0.832 -1.268 -7.187
H 0.582 0.080 -8.317
C 1.748 2.375 3.994
N 0.754 3.218 4.721
O -0.215 3.573 4.162
O 1.161 3.630 5.758
H 2.701 2.649 4.446
H 1.833 2.698 2.956
H 1.510 1.314 4.060
C 0.364 -2.085 -2.454
N 0.532 -3.398 -3.190
O 1.138 -3.452 -4.232
O 0.191 -4.441 -2.625
H 1.046 -1.314 -2.814
H 0.597 -2.249 -1.402
H -0.698 -1.843 -2.439
C 4.263 -1.792 -3.309
N 4.123 -0.866 -2.155
O 4.682 0.212 -2.164
O 3.329 -1.182 -1.273
H 3.336 -2.196 -3.717
H 4.708 -2.668 -2.837
H 4.975 -1.448 -4.059
```



No. 7
A 7-piece molecular cluster, C12H37O7 overall in a non-equilibrium geometry, computed with ωB97M-V/def2-TZVPD.

Summary:
Energy relative to the best compared isomer or geometry (same formula, charge and spin) in eV: 0.3929
Charge: -1
Highest occupied orbital energy in Ha: -0.192
Orbital gap in eV: 8.30

```
56
C12H37O7 | the Open Molecules 2025 dataset | ωB97M-V/def2-TZVPD
O -0.642 0.360 0.227
H -0.693 -0.566 0.454
C 2.395 -3.359 -1.070
C 1.329 -2.272 -1.055
O 1.530 -1.464 0.085
H 2.421 -3.890 -2.024
H 2.146 -4.092 -0.298
H 3.379 -2.937 -0.870
H 0.322 -2.701 -1.038
H 1.436 -1.701 -1.988
H 0.741 -0.834 0.117
C -0.630 5.571 -1.584
C -0.188 5.293 -0.143
O -0.729 4.061 0.285
H -1.716 5.574 -1.667
H -0.258 4.740 -2.187
H -0.233 6.510 -1.982
H -0.589 6.060 0.525
H 0.905 5.310 -0.049
H -0.346 3.372 -0.298
C -3.963 -1.744 -2.648
C -3.123 -1.249 -1.496
O -1.867 -0.785 -1.962
H -3.686 -2.739 -3.013
H -3.852 -1.107 -3.530
H -5.033 -1.734 -2.426
H -3.058 -1.936 -0.649
H -3.635 -0.347 -1.124
H -1.440 -0.336 -1.173
C 3.564 -0.178 4.292
C 2.731 -1.200 3.537
O 1.782 -0.534 2.736
H 3.009 0.674 4.677
H 4.388 0.199 3.682
H 4.057 -0.692 5.128
H 2.226 -1.877 4.235
H 3.387 -1.785 2.882
H 1.753 -0.885 1.830
C -1.850 -3.300 2.968
C -2.243 -2.158 2.038
O -2.453 -0.992 2.828
H -2.384 -3.318 3.919
H -0.794 -3.225 3.252
H -1.881 -4.276 2.469
H -3.201 -2.408 1.571
H -1.459 -2.025 1.304
H -3.221 -1.153 3.381
C 1.685 2.628 -3.410
C 1.262 1.574 -2.412
O 0.390 2.133 -1.444
H 2.330 3.385 -2.961
H 0.854 3.043 -3.975
H 2.317 2.110 -4.144
H 2.095 1.050 -1.930
H 0.695 0.796 -2.945
H 0.037 1.355 -0.922
```



No. 8
C12H38B2O6Pb as an isolated structure in a non-equilibrium geometry, computed with ωB97M-V/def2-TZVPD.

Summary:
Energy relative to the best compared isomer or geometry (same formula, charge and spin) in eV: 0.1881
Highest occupied orbital energy in Ha: -0.300
Orbital gap in eV: 8.94

```
59
C12H38B2O6Pb | the Open Molecules 2025 dataset | ωB97M-V/def2-TZVPD
Pb -0.659 0.280 0.222
B -2.188 2.243 -0.390
H -1.349 2.676 0.132
H -2.668 1.618 0.346
H -2.845 3.006 -0.779
H -1.857 1.637 -1.219
B 0.686 -1.868 1.078
H 1.223 -2.752 1.386
H 1.324 -1.014 0.917
H 0.212 -2.035 0.123
H -0.083 -1.509 1.745
C -3.532 -0.271 2.305
O -2.532 -0.885 1.432
C -2.848 -2.057 0.747
C -3.522 -1.845 -0.637
O -2.491 -1.052 -1.324
C -2.803 -0.596 -2.671
H -4.546 -0.520 1.989
H -3.366 0.800 2.422
H -3.406 -0.746 3.278
H -3.514 -2.607 1.412
H -2.084 -2.827 0.642
H -4.466 -1.301 -0.653
H -3.701 -2.798 -1.135
H -2.936 -1.373 -3.424
H -1.932 -0.115 -3.116
H -3.629 0.115 -2.692
C -0.376 0.487 3.928
O -0.414 1.115 2.691
C 0.312 2.375 2.664
C 1.732 2.222 2.081
O 1.658 1.437 0.826
C 2.938 1.128 0.320
H -1.127 -0.300 4.001
H -0.621 1.131 4.772
H 0.583 0.031 4.174
H 0.397 2.851 3.641
H -0.228 3.094 2.047
H 2.364 1.619 2.733
H 2.271 3.168 2.031
H 3.219 1.857 -0.440
H 2.753 0.178 -0.183
H 3.652 1.084 1.142
C 4.921 -0.664 -2.126
O 3.610 -0.458 -2.640
C 2.668 -1.454 -2.312
C 1.170 -1.246 -2.655
O 0.491 -0.089 -2.081
C 1.034 1.121 -2.573
H 5.332 0.316 -1.884
H 5.539 -1.263 -2.796
H 4.898 -1.237 -1.200
H 2.710 -1.509 -1.224
H 2.984 -2.404 -2.744
H 0.560 -2.131 -2.470
H 1.139 -1.123 -3.737
H 2.092 1.351 -2.456
H 0.443 1.864 -2.037
H 0.809 1.246 -3.633
```